1.
Entry from OMol25: a molecular structure, C40H54FN4O3P2Pm at a distorted geometry (wB97M-V/def2-TZVPD).

```
105
Properties=species:S:1:pos:R:3
Pm 1.09 -2.38 0.32
C 3.03 -3.65 -2.81
C 2.22 -2.53 -3.47
C 2.94 -2.01 -4.75
P 1.92 -1.15 -2.25
C 1.20 0.29 -3.14
C -0.19 -0.06 -3.73
C 1.15 1.49 -2.20
C 3.63 -0.63 -1.88
C 4.35 0.28 -2.58
C 5.66 0.62 -2.30
C 6.22 -0.10 -1.26
C 5.55 -0.99 -0.45
C 4.19 -1.25 -0.73
N 3.37 -2.08 0.01
C 3.92 -2.78 1.15
C 4.71 -3.95 0.97
C 4.92 -4.84 2.02
C 4.31 -4.56 3.25
C 3.61 -3.40 3.45
C 3.40 -2.46 2.44
P 2.47 -0.90 2.44
C 1.83 -0.64 4.15
C 0.80 -1.73 4.47
C 2.79 -0.46 5.35
C 3.71 0.35 2.11
C 5.03 0.19 2.88
C 3.10 1.72 2.25
H 3.35 -4.30 -3.66
H 2.51 -4.25 -2.09
H 3.95 -3.24 -2.34
H 1.20 -2.95 -3.67
H 3.94 -1.75 -4.53
H 2.41 -1.17 -5.25
H 2.96 -2.82 -5.49
H 1.89 0.58 -3.98
H -0.89 -0.27 -2.90
H -0.18 -0.94 -4.38
H -0.58 0.82 -4.27
H 0.31 1.43 -1.51
H 1.00 2.46 -2.72
H 2.00 1.51 -1.53
H 3.83 0.70 -3.44
H 6.22 1.28 -2.93
H 7.26 0.06 -0.97
H 5.99 -1.57 0.38
H 5.14 -4.11 -0.04
H 5.52 -5.70 1.83
H 4.42 -5.18 4.13
H 3.17 -3.13 4.42
H 1.25 0.29 4.00
H 1.19 -2.70 4.60
H -0.02 -1.73 3.71
H 0.33 -1.56 5.45
H 2.18 -0.21 6.24
H 3.54 0.29 5.15
H 3.21 -1.42 5.66
H 3.90 0.17 1.02
H 4.94 0.42 3.91
H 5.78 0.86 2.50
H 5.38 -0.85 2.86
H 2.78 1.91 3.27
H 2.22 1.86 1.63
H 3.80 2.49 1.97
C -6.70 -1.40 -1.57
C -6.11 -1.45 -0.17
N -4.66 -1.12 -0.18
C -3.81 -2.17 -0.19
C -2.48 -1.98 -0.10
C -1.40 -3.00 0.00
O -0.95 -3.20 1.17
O -0.70 -3.35 -0.97
C -1.89 -0.70 -0.02
O -0.64 -0.53 0.07
C -2.81 0.40 -0.13
C -2.29 1.75 -0.07
C -3.17 2.76 -0.17
F -2.65 4.04 -0.26
C -4.55 2.58 -0.24
C -5.04 1.32 -0.24
C -4.17 0.18 -0.15
N -5.46 3.68 -0.26
C -5.42 4.50 -1.45
C -6.68 5.41 -1.47
N -6.51 6.34 -0.25
C -6.55 5.51 1.01
C -5.43 4.47 0.99
H -7.82 -1.65 -1.60
H -6.31 -2.20 -2.19
H -6.54 -0.45 -2.14
H -6.23 -2.44 0.24
H -6.67 -0.85 0.57
H -4.32 -3.11 -0.31
H -1.19 1.89 -0.02
H -6.14 1.22 -0.31
H -5.47 3.93 -2.37
H -4.54 5.17 -1.47
H -7.62 4.86 -1.28
H -6.84 6.01 -2.38
H -7.27 7.02 -0.24
H -5.64 6.87 -0.46
H -7.57 5.07 1.00
H -6.53 6.14 1.89
H -5.59 3.84 1.83
H -4.46 4.99 1.13
```

Its charge is +2. The calculation puts the LUMO energy (spin up / spin down) at -4.996 / -4.996 eV. The strongest force on any atom comes out at 2.199 eV/Å. Its spin multiplicity is 5. The expectation value of S² is 6.006.

***

2.
Entry from OMol25: 2 unconnected molecules or ions with the total composition CH5INO at a distorted geometry (wB97M-V/def2-TZVPD).

```
9
Properties=species:S:1:pos:R:3
C 0.40 -0.57 0.66
N 0.66 0.81 -0.27
O 0.82 -1.64 0.09
I -2.67 0.19 0.26
H -2.42 0.12 1.64
H 1.43 1.51 -0.03
H -0.27 1.20 -0.44
H 0.92 0.19 -1.06
H 1.13 -1.81 -0.86
```

The calculation puts the relative energy (zero: lowest compared OMol25 entry of this formula, charge and spin) at 87.93 kcal/mol. Its charge is +1. The calculation puts the LUMO energy at -5.146 eV. The strongest force on any atom comes out at 6.610 eV/Å.

***

3.
Entry from OMol25: 10 unconnected molecules or ions with the total composition C16H52O10 at a distorted geometry (wB97M-V/def2-TZVPD).

```
78
Properties=species:S:1:pos:R:3
C 3.70 -1.15 2.70
C 4.28 0.13 2.11
O 3.93 0.29 0.76
H 3.78 -2.02 2.08
H 2.61 -0.95 2.66
H 4.10 -1.44 3.69
H 5.36 0.05 2.15
H 3.98 0.99 2.71
H 4.13 1.21 0.52
C -3.24 3.40 0.90
C -1.73 3.65 0.78
O -1.22 3.54 -0.55
H -3.57 2.37 0.70
H -3.76 3.99 0.12
H -3.59 3.83 1.83
H -1.19 3.00 1.49
H -1.45 4.70 1.11
H -0.48 2.98 -0.46
C -3.31 -2.53 2.03
C -2.14 -3.29 2.71
O -1.36 -4.00 1.72
H -2.88 -1.94 1.24
H -3.73 -1.84 2.70
H -4.10 -3.20 1.67
H -2.55 -4.02 3.40
H -1.41 -2.69 3.27
H -1.95 -4.37 1.08
C 0.13 2.89 -4.85
C 0.11 2.80 -3.34
O 0.37 4.03 -2.74
H -0.79 3.34 -5.16
H 0.19 1.91 -5.31
H 0.95 3.53 -5.17
H 0.93 2.15 -3.04
H -0.77 2.40 -3.03
H -0.31 4.24 -2.09
C -2.89 -2.34 -1.79
C -3.67 -1.09 -1.49
O -5.02 -1.47 -1.39
H -3.05 -3.17 -1.04
H -1.79 -2.20 -1.77
H -3.13 -2.86 -2.73
H -3.36 -0.31 -2.26
H -3.44 -0.66 -0.51
H -5.58 -0.83 -1.80
C -0.08 0.69 4.64
C 0.42 0.70 3.20
O 1.25 1.77 2.96
H -0.69 1.56 4.78
H 0.82 0.57 5.22
H -0.63 -0.25 4.75
H -0.47 0.86 2.53
H 0.82 -0.29 2.84
H 1.44 1.71 2.01
C 1.95 -3.46 0.55
O 0.66 -3.01 0.17
H 2.15 -3.40 1.63
H 2.11 -4.49 0.10
H 2.74 -2.84 0.15
H -0.01 -3.44 0.67
C 0.01 -3.89 -2.94
O 0.78 -2.72 -2.73
H 0.27 -4.37 -3.82
H 0.19 -4.61 -2.12
H -1.02 -3.60 -2.95
H 0.82 -2.64 -1.79
C 3.62 3.47 -2.17
O 3.52 2.06 -2.05
H 4.19 3.79 -1.31
H 4.27 3.81 -3.00
H 2.65 3.97 -2.12
H 3.25 1.74 -2.96
C 0.48 0.18 -0.32
O 0.73 1.55 -0.01
H 0.94 -0.01 -1.24
H 0.81 -0.47 0.50
H -0.63 0.15 -0.33
H 1.55 1.84 -0.48
```

The calculation puts the relative energy (zero: lowest compared OMol25 entry of this formula, charge and spin) at 104.09 kcal/mol. Its charge is 0. The calculation puts the LUMO energy at 0.583 eV. The strongest force on any atom comes out at 3.215 eV/Å. Its SMILES is CCO.CCO.CCO.CCO.CCO.CCO.CO.CO.CO.CO.

***

4.
Entry from OMol25: 11 unconnected molecules or ions with the total composition C30H86N4O18 at a distorted geometry (wB97M-V/def2-TZVPD).

```
138
Properties=species:S:1:pos:R:3
C 3.27 1.79 -0.76
C 3.56 2.08 0.74
O 3.06 1.07 1.58
O 1.91 1.67 -0.95
H 3.91 1.02 -1.09
H 3.67 2.68 -1.23
H 3.04 3.02 0.97
H 4.60 2.25 0.78
H 3.45 1.14 2.46
H 1.62 0.73 -0.82
C -0.59 4.28 2.00
C 0.81 4.40 2.42
O 1.17 5.77 2.73
O -1.40 4.64 3.11
H -0.88 3.27 1.76
H -0.86 4.80 1.08
H 1.40 4.00 1.60
H 0.95 3.84 3.34
H 1.25 6.30 1.92
H -0.92 5.30 3.63
C -3.23 2.26 -2.78
C -3.03 3.65 -2.44
O -2.21 4.27 -3.43
O -3.55 2.05 -4.18
H -4.10 1.82 -2.24
H -2.34 1.69 -2.60
H -2.47 3.71 -1.48
H -3.95 4.15 -2.25
H -2.82 4.49 -4.14
H -2.71 1.93 -4.67
C 1.88 5.18 -0.97
C 0.79 4.47 -1.65
O 0.28 5.40 -2.61
O 1.47 6.43 -0.42
H 2.72 5.41 -1.61
H 2.19 4.64 -0.09
H 0.05 4.04 -0.95
H 1.19 3.55 -2.20
H -0.57 5.09 -3.01
H 1.15 6.82 -1.26
C 0.42 -3.72 4.17
C -1.01 -3.29 3.72
O -2.01 -4.30 3.85
O 1.36 -2.80 3.66
H 0.57 -4.74 3.76
H 0.51 -3.69 5.22
H -0.85 -3.15 2.62
H -1.37 -2.40 4.17
H -1.95 -4.66 4.72
H 2.19 -3.04 4.09
C -3.65 3.40 1.49
C -5.18 3.25 1.26
O -5.61 3.93 0.13
O -3.22 4.73 1.02
H -3.16 2.57 0.94
H -3.43 3.27 2.51
H -5.70 3.65 2.14
H -5.51 2.23 1.15
H -4.95 4.66 -0.07
H -2.90 5.16 1.83
C 1.60 1.92 -4.27
C 0.34 2.64 -4.83
O -0.60 1.66 -5.34
O 1.21 0.91 -3.36
H 2.12 2.71 -3.76
H 2.24 1.59 -5.10
H 0.55 3.35 -5.61
H -0.21 3.16 -4.05
H -0.65 0.93 -4.69
H 1.29 1.12 -2.42
C 0.28 -4.56 -0.51
C 1.64 -4.56 -1.11
C 1.63 -5.56 -2.23
O 1.46 -6.82 -1.69
C 1.07 -7.87 -2.62
N 1.90 -3.25 -1.69
H 0.28 -5.44 0.10
H -0.56 -4.58 -1.15
H 0.23 -3.74 0.17
H 2.37 -4.83 -0.33
H 2.57 -5.55 -2.81
H 0.87 -5.28 -3.02
H 1.69 -7.77 -3.59
H -0.03 -7.89 -2.79
H 1.35 -8.80 -2.16
H 1.09 -3.11 -2.37
H 2.75 -3.19 -2.25
C -0.31 -0.11 2.13
C -0.40 -0.68 0.70
C -1.38 0.16 -0.12
O -2.74 0.15 0.47
C -3.28 -1.12 0.75
N 0.97 -0.72 0.08
H -1.30 -0.16 2.52
H 0.02 0.89 2.03
H 0.33 -0.66 2.78
H -0.75 -1.69 0.78
H -1.51 -0.36 -1.07
H -1.08 1.19 -0.23
H -3.04 -1.48 1.76
H -2.99 -1.89 0.09
H -4.35 -1.07 0.66
H 1.66 -0.60 0.84
H 1.20 -1.65 -0.28
C -2.04 -1.60 -5.10
C -1.73 -1.74 -3.67
C -2.49 -2.90 -2.97
O -3.85 -2.98 -3.39
C -4.78 -2.07 -2.76
N -0.32 -2.00 -3.55
H -1.58 -2.50 -5.50
H -1.59 -0.76 -5.61
H -3.12 -1.53 -5.38
H -1.87 -0.80 -3.16
H -2.27 -2.99 -1.91
H -2.01 -3.86 -3.29
H -5.53 -1.87 -3.56
H -4.31 -1.14 -2.42
H -5.23 -2.47 -1.83
H 0.12 -2.42 -4.36
H 0.28 -1.24 -3.23
C 5.17 -0.86 4.18
C 3.69 -1.02 4.37
C 3.42 -1.78 5.67
O 3.50 -3.14 5.42
C 3.41 -3.91 6.61
N 3.11 0.32 4.21
H 5.36 -0.39 3.24
H 5.71 -1.82 4.17
H 5.65 -0.30 5.01
H 3.36 -1.69 3.56
H 2.43 -1.55 6.05
H 4.13 -1.53 6.54
H 2.33 -3.83 6.94
H 4.06 -3.52 7.38
H 3.77 -4.91 6.32
H 3.25 0.87 5.01
H 2.16 0.38 3.94
```

The calculation puts the relative energy (zero: lowest compared OMol25 entry of this formula, charge and spin) at 61.22 kcal/mol. Its charge is 0. The calculation puts the LUMO energy at 0.389 eV. The strongest force on any atom comes out at 3.427 eV/Å. Its SMILES is COC[C@H](C)N.COC[C@H](C)N.COC[C@H](C)N.COC[C@H](C)N.OCCO.OCCO.OCCO.OCCO.OCCO.OCCO.OCCO.

***

- strongest force on any atom of number 3 (C16H52O10)?
  3.215 eV/Å

***

- Among the records above, which one has the lowest strongest force on any atom?
  C40H54FN4O3P2Pm

***

- Look up the charge of the fourth one.
  0